Record 1
Here is C28H35BrClN3O9PY as an isolated structure from the OMol25 dataset. Energies are from wB97M-V/def2-TZVPD.

Cartesian coordinates (Å):
Y (-0.44, -0.26, -1.58)
O (-0.87, 4.51, -5.42)
C (-0.10, 4.89, -4.42)
O (0.32, 6.02, -4.31)
C (0.25, 3.86, -3.39)
C (1.06, 4.08, -2.29)
Cl (1.89, 5.47, -1.79)
N (1.15, 2.94, -1.58)
N (0.45, 1.96, -2.18)
C (-0.10, 2.50, -3.26)
C (-1.01, 1.59, -4.07)
O (-1.51, 2.02, -5.11)
O (-1.16, 0.43, -3.57)
C (1.88, 2.68, -0.38)
C (1.51, 3.33, 0.79)
C (2.24, 3.10, 1.94)
C (3.31, 2.22, 1.92)
C (3.65, 1.55, 0.75)
C (2.94, 1.79, -0.41)
H (-1.13, 3.55, -5.36)
H (0.66, 4.01, 0.79)
H (1.98, 3.62, 2.86)
H (3.88, 2.04, 2.83)
H (4.48, 0.85, 0.74)
H (3.19, 1.29, -1.33)
C (-1.23, -1.08, 4.04)
C (-0.27, -0.01, 3.54)
C (1.07, -0.61, 3.16)
C (-0.11, 1.09, 4.56)
O (-0.83, 0.67, 2.37)
P (-1.48, -0.02, 1.11)
O (-1.53, 1.01, -0.01)
O (-0.68, -1.21, 0.62)
O (-2.91, -0.52, 1.52)
C (-4.12, 0.31, 1.65)
C (-4.69, 0.54, 0.25)
C (-3.81, 1.62, 2.34)
C (-5.06, -0.54, 2.48)
H (-0.81, -1.53, 4.95)
H (-1.37, -1.87, 3.31)
H (-2.20, -0.66, 4.29)
H (1.57, -0.99, 4.05)
H (1.70, 0.15, 2.70)
H (0.95, -1.43, 2.45)
H (0.33, 0.70, 5.48)
H (-1.07, 1.54, 4.80)
H (0.55, 1.87, 4.17)
H (-4.00, 1.13, -0.35)
H (-5.64, 1.07, 0.32)
H (-4.86, -0.42, -0.24)
H (-3.12, 2.23, 1.75)
H (-3.37, 1.45, 3.33)
H (-4.73, 2.19, 2.47)
H (-5.24, -1.50, 2.00)
H (-6.02, -0.03, 2.61)
H (-4.63, -0.72, 3.47)
C (0.76, -4.11, -3.04)
N (0.04, -4.24, -1.79)
C (0.49, -5.30, -0.89)
C (-0.85, -3.36, -1.40)
O (-1.20, -2.37, -2.07)
H (0.69, -5.05, -3.60)
H (1.81, -3.89, -2.84)
H (0.32, -3.31, -3.63)
H (0.39, -6.27, -1.38)
H (-0.10, -5.29, 0.02)
H (1.54, -5.14, -0.64)
H (-1.28, -3.53, -0.40)
Br (5.88, -3.56, -2.01)
C (4.24, -2.60, -1.87)
C (3.48, -2.71, -0.72)
C (2.28, -2.01, -0.63)
C (1.80, -1.19, -1.66)
C (2.62, -1.11, -2.79)
C (3.83, -1.79, -2.91)
H (3.83, -3.33, 0.10)
H (1.70, -2.12, 0.28)
H (2.33, -0.49, -3.64)
H (4.44, -1.71, -3.81)

Computed properties:
Multiplicity: 1
Energy relative to the best compared isomer or geometry (same formula, charge and spin) in eV: 0.026
Gap between HOMO and LUMO in eV: 9.04
Molar mass in Da: 792.84



Record 2
Here is a 7-piece molecular cluster, C28H35F21O14 overall from the OMol25 dataset. Energies are from wB97M-V/def2-TZVPD.

Cartesian coordinates (Å):
C (0.99, -0.23, 4.51)
C (1.94, -1.40, 4.66)
O (1.90, -1.99, 5.97)
C (2.93, -2.76, 6.25)
O (3.87, -3.02, 5.55)
C (2.86, -3.33, 7.69)
F (3.36, -4.55, 7.75)
F (3.62, -2.54, 8.46)
F (1.61, -3.36, 8.14)
H (1.11, 0.47, 5.33)
H (-0.02, -0.65, 4.46)
H (1.15, 0.28, 3.56)
H (2.96, -1.04, 4.54)
H (1.71, -2.15, 3.89)
C (1.20, -1.34, -5.30)
C (1.40, -2.84, -5.52)
O (2.79, -3.11, -5.73)
C (3.19, -4.37, -5.87)
O (2.46, -5.30, -5.78)
C (4.70, -4.45, -6.04)
F (5.31, -4.80, -4.90)
F (4.99, -5.38, -6.94)
F (5.23, -3.29, -6.39)
H (1.42, -0.92, -6.28)
H (1.69, -0.96, -4.41)
H (0.15, -1.11, -5.11)
H (0.84, -3.12, -6.41)
H (1.09, -3.44, -4.67)
C (-5.56, 1.48, 3.78)
C (-5.96, 1.27, 2.30)
O (-4.78, 1.17, 1.48)
C (-4.30, 2.29, 0.95)
O (-4.64, 3.39, 1.27)
C (-3.31, 2.03, -0.20)
F (-2.07, 2.16, 0.28)
F (-3.39, 0.80, -0.71)
F (-3.58, 2.87, -1.17)
H (-5.25, 0.55, 4.26)
H (-6.49, 1.84, 4.21)
H (-4.76, 2.21, 3.83)
H (-6.54, 2.12, 1.96)
H (-6.49, 0.33, 2.21)
C (-1.55, 5.84, -6.78)
C (-1.28, 4.39, -6.39)
O (-2.50, 3.67, -6.21)
C (-3.03, 3.51, -5.02)
O (-2.45, 3.72, -4.00)
C (-4.42, 2.90, -5.06)
F (-5.26, 3.75, -5.68)
F (-4.46, 1.76, -5.75)
F (-4.84, 2.66, -3.84)
H (-2.09, 6.29, -5.95)
H (-2.21, 5.91, -7.65)
H (-0.59, 6.35, -6.88)
H (-0.68, 4.41, -5.48)
H (-0.78, 3.85, -7.19)
C (-0.45, -0.32, 1.38)
C (0.90, -0.03, 0.73)
O (0.76, 0.99, -0.27)
C (0.43, 0.61, -1.49)
O (0.49, -0.51, -1.90)
C (-0.07, 1.68, -2.47)
F (0.82, 1.85, -3.46)
F (-1.19, 1.27, -3.06)
F (-0.28, 2.88, -1.94)
H (-0.33, -1.02, 2.21)
H (-1.18, -0.72, 0.67)
H (-0.84, 0.63, 1.72)
H (1.51, -0.90, 0.47)
H (1.58, 0.44, 1.43)
C (-4.58, -6.42, 3.82)
C (-4.85, -5.22, 2.95)
O (-3.81, -4.25, 3.07)
C (-3.90, -3.19, 3.84)
O (-4.90, -2.85, 4.38)
C (-2.60, -2.44, 4.11)
F (-2.34, -2.64, 5.41)
F (-1.55, -2.89, 3.41)
F (-2.71, -1.15, 3.84)
H (-4.58, -6.14, 4.88)
H (-3.58, -6.78, 3.55)
H (-5.32, -7.21, 3.75)
H (-5.81, -4.77, 3.22)
H (-4.92, -5.49, 1.90)
C (4.54, 1.75, 1.01)
C (6.02, 1.77, 0.67)
O (6.53, 3.00, 0.17)
C (7.50, 3.60, 0.83)
O (8.05, 3.12, 1.77)
C (7.93, 4.93, 0.28)
F (7.14, 5.41, -0.68)
F (7.93, 5.85, 1.26)
F (9.18, 4.87, -0.18)
H (3.97, 2.11, 0.15)
H (4.30, 2.20, 1.97)
H (4.20, 0.71, 0.97)
H (6.31, 0.94, 0.03)
H (6.52, 1.50, 1.60)

Computed properties:
Multiplicity: 1
Energy relative to the best compared isomer or geometry (same formula, charge and spin) in eV: 1.806
Gap between HOMO and LUMO in eV: 11.49
Structure (SMILES): CCOC(=O)C(F)(F)F.CCOC(=O)C(F)(F)F.CCOC(=O)C(F)(F)F.CCOC(=O)C(F)(F)F.CCOC(=O)C(F)(F)F.CCOC(=O)C(F)(F)F.CCOC(=O)C(F)(F)F
Molar mass in Da: 994.53



Record 3
Here is C28H35HgN5P2S as an isolated structure from the OMol25 dataset. Energies are from wB97M-V/def2-TZVPD.

Cartesian coordinates (Å):
Hg (-0.17, -0.54, -0.10)
C (-1.35, 1.88, -0.61)
C (-1.60, 0.83, -1.49)
C (-1.01, 0.73, -2.89)
C (0.30, -0.13, -3.08)
C (1.39, 0.03, -2.03)
C (1.69, 1.20, -1.37)
C (1.03, 2.51, -1.59)
C (-0.29, 2.91, -0.79)
C (1.48, -1.35, 1.04)
H (-1.94, 1.97, 0.31)
H (-2.47, 0.19, -1.31)
H (-0.83, 1.74, -3.32)
H (-1.79, 0.26, -3.53)
H (-0.03, -1.19, -3.12)
H (0.73, 0.09, -4.07)
H (1.98, -0.88, -1.83)
H (2.45, 1.19, -0.57)
H (0.81, 2.64, -2.66)
H (1.78, 3.29, -1.32)
H (0.03, 3.31, 0.20)
H (-0.73, 3.79, -1.30)
H (1.56, -1.34, 2.11)
H (2.42, -0.98, 0.64)
H (1.21, -2.36, 0.73)
P (1.25, -1.19, -8.58)
P (-1.66, -0.64, -8.19)
N (2.75, -0.24, -8.47)
N (1.96, -2.49, -9.63)
N (-1.90, 1.13, -7.96)
N (-3.37, -0.99, -8.54)
C (0.45, -0.20, -9.94)
C (-1.05, -0.56, -9.94)
C (3.03, 0.42, -7.26)
C (4.03, 1.35, -7.48)
C (4.39, 1.28, -8.86)
C (3.58, 0.31, -9.45)
C (2.17, -3.78, -9.12)
C (2.66, -4.59, -10.12)
C (2.74, -3.81, -11.31)
C (2.29, -2.53, -10.98)
C (-1.78, 1.71, -6.69)
C (-1.96, 3.08, -6.79)
C (-2.16, 3.38, -8.17)
C (-2.10, 2.18, -8.86)
C (-4.33, -0.33, -9.32)
C (-5.38, -1.20, -9.58)
C (-5.05, -2.45, -8.96)
C (-3.82, -2.31, -8.35)
H (0.88, -0.38, -10.93)
H (0.61, 0.86, -9.67)
H (-1.62, 0.14, -10.57)
H (-1.22, -1.58, -10.32)
H (2.48, 0.14, -6.37)
H (4.45, 2.01, -6.73)
H (5.14, 1.89, -9.36)
H (3.53, -0.04, -10.47)
H (1.93, -3.97, -8.08)
H (2.96, -5.63, -10.02)
H (3.10, -4.13, -12.29)
H (2.17, -1.66, -11.61)
H (-1.58, 1.07, -5.84)
H (-1.96, 3.79, -5.97)
H (-2.34, 4.36, -8.60)
H (-2.17, 1.98, -9.93)
H (-4.19, 0.71, -9.61)
H (-6.27, -0.99, -10.15)
H (-5.64, -3.36, -8.99)
H (-3.21, -2.99, -7.78)
S (-0.49, 0.47, 2.60)
C (-0.02, 0.00, 4.14)
N (0.06, -0.06, 5.33)

Computed properties:
Multiplicity: 1
Energy relative to the best compared isomer or geometry (same formula, charge and spin) in eV: 0.531
Gap between HOMO and LUMO in eV: 5.45
Molar mass in Da: 736.23



Record 4
Here is C28H35IrN3O2SbSe4Si2 as an isolated structure from the OMol25 dataset. Energies are from wB97M-V/def2-TZVPD.

Cartesian coordinates (Å):
Ir (0.27, -0.15, 0.31)
C (-2.47, -2.54, -2.00)
C (-2.30, -3.83, -1.52)
C (-1.43, -4.05, -0.47)
C (-0.74, -2.98, 0.08)
N (-0.90, -1.74, -0.41)
C (-1.75, -1.52, -1.42)
C (0.23, -3.13, 1.19)
C (0.31, -4.28, 1.96)
C (1.29, -4.36, 2.94)
C (2.15, -3.29, 3.13)
C (1.98, -2.16, 2.34)
N (1.04, -2.09, 1.40)
H (-3.15, -2.32, -2.82)
H (-2.84, -4.66, -1.96)
H (-1.26, -5.05, -0.10)
H (-1.83, -0.50, -1.75)
H (-0.38, -5.10, 1.81)
H (1.37, -5.24, 3.56)
H (2.92, -3.31, 3.88)
H (2.62, -1.30, 2.45)
C (2.51, 3.48, 2.81)
Si (1.19, 2.18, 2.57)
C (1.39, 0.84, 3.84)
C (-0.44, 3.07, 2.60)
N (1.34, 1.39, 0.92)
C (1.96, 2.15, -0.09)
C (3.31, 2.50, 0.00)
C (3.93, 3.22, -1.01)
C (3.21, 3.60, -2.13)
C (1.88, 3.25, -2.25)
C (1.25, 2.53, -1.24)
O (-0.04, 2.09, -1.40)
C (-1.12, 2.95, -1.14)
C (-1.26, 4.16, -1.79)
C (-2.39, 4.93, -1.53)
C (-3.37, 4.48, -0.66)
C (-3.21, 3.25, -0.03)
C (-2.08, 2.48, -0.27)
H (2.18, 4.09, 3.66)
H (2.61, 4.15, 1.96)
H (3.49, 3.08, 3.07)
H (1.07, 1.21, 4.81)
H (2.44, 0.55, 3.93)
H (0.79, -0.03, 3.59)
H (-0.54, 3.57, 3.57)
H (-1.28, 2.41, 2.45)
H (-0.45, 3.85, 1.84)
H (3.87, 2.19, 0.87)
H (4.98, 3.48, -0.92)
H (3.69, 4.16, -2.93)
H (1.32, 3.51, -3.14)
H (-0.52, 4.52, -2.49)
H (-2.51, 5.88, -2.03)
H (-4.25, 5.08, -0.47)
H (-3.96, 2.89, 0.66)
H (-1.94, 1.53, 0.23)
Se (2.13, -3.05, -2.35)
Sb (1.99, -0.82, -1.58)
Se (4.31, -0.05, -1.76)
Se (1.59, -0.44, -5.63)
Se (0.65, 0.50, -3.93)
C (-1.54, -1.48, 4.02)
Si (-2.28, -0.46, 2.64)
C (-3.46, -1.58, 1.70)
C (-3.26, 0.92, 3.42)
O (-1.17, 0.18, 1.62)
H (-2.35, -1.99, 4.55)
H (-1.01, -0.87, 4.76)
H (-0.85, -2.25, 3.67)
H (-4.33, -1.80, 2.32)
H (-3.01, -2.53, 1.44)
H (-3.82, -1.11, 0.78)
H (-4.02, 0.51, 4.08)
H (-3.77, 1.54, 2.67)
H (-2.62, 1.57, 4.02)

Computed properties:
Multiplicity: 6
⟨S²⟩: 8.7839
Gap between HOMO and LUMO (spin up / spin down) in eV: 7.05 / 5.27
Molar mass in Da: 1131.60
Net charge: +1



Record 5
Here is C28H35N5OP2Pb as an isolated structure from the OMol25 dataset. Energies are from wB97M-V/def2-TZVPD.

Cartesian coordinates (Å):
Pb (0.76, -3.29, 0.87)
C (-0.64, 3.30, 5.54)
C (-1.37, 2.69, 4.59)
C (-1.12, 2.30, 3.16)
C (0.09, 1.37, 2.91)
C (1.43, 2.05, 2.84)
C (1.79, 3.23, 3.38)
C (0.92, 4.35, 3.90)
C (0.60, 4.11, 5.37)
C (1.47, -3.42, 3.01)
H (-0.95, 3.20, 6.59)
H (-2.29, 2.21, 4.96)
H (-1.02, 3.14, 2.46)
H (-2.02, 1.71, 2.88)
H (0.13, 0.60, 3.70)
H (-0.07, 0.83, 1.96)
H (2.21, 1.52, 2.28)
H (2.87, 3.42, 3.57)
H (-0.02, 4.48, 3.34)
H (1.54, 5.27, 3.84)
H (1.43, 3.58, 5.84)
H (0.58, 5.07, 5.90)
H (0.83, -4.12, 3.60)
H (1.50, -2.42, 3.48)
H (2.49, -3.83, 2.90)
P (1.36, -1.50, -1.27)
P (-2.05, -0.98, -1.18)
N (2.61, -0.29, -1.36)
N (2.17, -2.69, -2.34)
N (-2.08, 0.76, -1.51)
N (-3.64, -1.30, -1.95)
C (0.34, -0.71, -2.59)
C (-1.04, -1.35, -2.74)
C (3.55, -0.07, -0.36)
C (4.50, 0.84, -0.82)
C (4.13, 1.20, -2.16)
C (2.98, 0.48, -2.47)
C (2.59, -3.94, -1.88)
C (2.90, -4.73, -2.97)
C (2.70, -3.95, -4.15)
C (2.28, -2.69, -3.73)
C (-1.71, 1.74, -0.57)
C (-1.56, 2.96, -1.22)
C (-1.87, 2.75, -2.60)
C (-2.13, 1.40, -2.76)
C (-4.49, -0.63, -2.84)
C (-5.57, -1.45, -3.14)
C (-5.38, -2.68, -2.43)
C (-4.19, -2.58, -1.74)
H (0.83, -0.72, -3.57)
H (0.26, 0.35, -2.30)
H (-1.54, -0.96, -3.65)
H (-0.98, -2.46, -2.82)
H (3.44, -0.59, 0.58)
H (5.35, 1.22, -0.27)
H (4.63, 1.91, -2.81)
H (2.40, 0.49, -3.37)
H (2.65, -4.14, -0.82)
H (3.22, -5.76, -2.91)
H (2.82, -4.27, -5.18)
H (2.08, -1.81, -4.33)
H (-1.63, 1.47, 0.47)
H (-1.25, 3.88, -0.75)
H (-1.91, 3.50, -3.38)
H (-2.34, 0.87, -3.67)
H (-4.27, 0.36, -3.20)
H (-6.40, -1.20, -3.78)
H (-6.04, -3.54, -2.44)
H (-3.66, -3.28, -1.12)
O (-2.34, -2.74, 3.38)
C (-1.74, -2.41, 2.41)
N (-1.11, -2.09, 1.43)

Computed properties:
Multiplicity: 1
Energy relative to the best compared isomer or geometry (same formula, charge and spin) in eV: 1.173
Gap between HOMO and LUMO (spin up / spin down) in eV: 2.85 / 1.83
Molar mass in Da: 726.77
Net charge: +2



Record 6
Here is C28H35N5P2PdS as an isolated structure from the OMol25 dataset. Energies are from wB97M-V/def2-TZVPD.

Cartesian coordinates (Å):
Pd (0.20, 1.38, -0.29)
C (-1.16, 1.44, -1.86)
C (-1.07, 0.11, -2.17)
C (-0.26, -0.52, -3.26)
C (1.09, 0.19, -3.56)
C (1.64, 0.89, -2.38)
C (1.34, 2.11, -1.81)
C (0.45, 3.18, -2.35)
C (-0.81, 2.50, -2.89)
C (1.16, 1.46, 2.00)
H (-1.80, 1.76, -1.05)
H (-1.83, -0.59, -1.84)
H (-0.83, -0.62, -4.21)
H (0.01, -1.53, -2.92)
H (1.88, -0.54, -3.86)
H (1.02, 0.86, -4.43)
H (2.58, 0.48, -2.04)
H (2.21, 2.50, -1.23)
H (0.98, 3.93, -2.98)
H (0.08, 3.71, -1.47)
H (-1.58, 3.29, -2.97)
H (-0.64, 2.17, -3.93)
H (0.45, 2.29, 2.31)
H (2.23, 1.77, 2.10)
H (0.93, 0.69, 2.78)
P (1.55, -0.58, 0.68)
P (-1.87, -0.30, 0.86)
N (3.37, 0.33, -0.06)
N (2.39, -1.75, 1.52)
N (-3.43, 0.59, 0.06)
N (-3.15, -1.55, 1.82)
C (0.53, -1.76, -0.30)
C (-1.00, -1.83, 0.07)
C (3.40, 1.70, -0.02)
C (4.58, 2.24, -0.60)
C (5.34, 1.10, -1.02)
C (4.58, -0.04, -0.65)
C (3.04, -1.35, 2.70)
C (3.93, -2.36, 3.05)
C (3.86, -3.37, 2.05)
C (2.91, -2.97, 1.12)
C (-3.39, 2.00, 0.27)
C (-4.37, 2.61, -0.52)
C (-5.07, 1.57, -1.20)
C (-4.45, 0.36, -0.85)
C (-4.30, -2.20, 1.39)
C (-4.72, -3.15, 2.36)
C (-3.73, -3.14, 3.38)
C (-2.78, -2.18, 3.00)
H (0.95, -2.78, -0.30)
H (0.60, -1.32, -1.29)
H (-1.57, -2.09, -0.85)
H (-1.21, -2.65, 0.77)
H (2.55, 2.25, 0.32)
H (4.85, 3.29, -0.75)
H (6.28, 1.12, -1.58)
H (4.78, -1.07, -0.87)
H (2.76, -0.44, 3.14)
H (4.56, -2.38, 3.91)
H (4.41, -4.29, 2.04)
H (2.54, -3.46, 0.26)
H (-2.66, 2.48, 0.92)
H (-4.62, 3.66, -0.58)
H (-5.90, 1.64, -1.89)
H (-4.61, -0.63, -1.25)
H (-4.64, -1.96, 0.40)
H (-5.60, -3.76, 2.37)
H (-3.77, -3.75, 4.28)
H (-1.89, -1.90, 3.51)
S (-1.73, 1.31, 3.24)
C (-1.02, 0.31, 4.32)
N (-0.55, -0.49, 5.07)

Computed properties:
Multiplicity: 3
⟨S²⟩: 2.0746
Energy relative to the best compared isomer or geometry (same formula, charge and spin) in eV: 3.958
Gap between HOMO and LUMO (spin up / spin down) in eV: 6.50 / 4.46
Molar mass in Da: 642.06